[1]
23
Properties=species:S:1:pos:R:3:lowdin_charge:R:1 method="wB97M-V/def2-TZVPD" max_force_ev_per_a=2.347 e_tot_ha=-351.29552 smiles=Cc1ccccc1.CC homo_lumo_gap_ev=9.9 multiplicity=1 relative_energy_kj_mol=91.04 molar_mass_g_mol=122.21 homo_energy_ev=-8.91 charge=0
C 1.98588 -1.01494 -3.48314 -0.186
C 1.32394 -0.13980 -2.40529 -0.166
H 2.06591 -2.06650 -3.22601 0.062
H 1.40964 -0.90259 -4.40519 0.055
H 2.94986 -0.66920 -3.82881 0.053
H 0.36312 -0.57626 -2.14272 0.059
H 2.06586 -0.31564 -1.61340 0.062
H 1.28157 0.92006 -2.64027 0.062
C -0.09298 -0.75874 3.37702 -0.057
C -0.45460 1.75144 0.49862 -0.090
C 0.06640 0.97820 1.53367 -0.069
C -1.60121 1.30199 -0.14686 -0.094
C -0.57195 -0.08760 2.12270 -0.286
C -2.29084 0.26898 0.52205 -0.106
C -1.85530 -0.41757 1.62805 -0.051
H -0.07226 2.69626 0.15847 0.098
H 1.06772 1.25018 1.84129 0.108
H -1.96056 1.64323 -1.10618 0.099
H -3.30936 0.22355 0.12473 0.101
H -0.62004 -0.25688 4.18728 0.085
H 0.99370 -0.74591 3.48611 0.078
H -2.36306 -1.27191 2.05221 0.108
H -0.38143 -1.81034 3.46568 0.076

[2]
35
Properties=species:S:1:pos:R:3:lowdin_charge:R:1 method="wB97M-V/def2-TZVPD" max_force_ev_per_a=2.233 e_tot_ha=-1674.86121 homo_lumo_gap_ev="5.7 / 4.4" multiplicity=4 relative_energy_kj_mol=0.00 molar_mass_g_mol=259.20 homo_energy_ev="-5.28 / -3.89" charge=0
O -1.29692 1.75171 -1.03184 -0.105
C -0.79485 2.78772 -1.85375 -0.177
C 0.61891 2.56471 -2.34434 -0.230
O 0.65070 1.48490 -3.23838 -0.184
C 1.95113 1.12766 -3.62904 -0.121
H -0.83534 3.74979 -1.31563 0.128
H -1.47396 2.84958 -2.71416 0.137
H 1.30022 2.37849 -1.49250 0.126
H 0.96331 3.49274 -2.83836 0.133
H 1.87200 0.28862 -4.33066 0.093
H 2.46313 1.96941 -4.12713 0.089
H 2.55853 0.81658 -2.76036 0.068
O 0.44223 -0.26233 -0.26968 -0.209
C 0.07116 0.56180 0.58049 -0.187
C -0.81797 1.72916 0.27483 -0.182
O -1.81263 -0.94734 1.05442 -0.221
C -1.45813 -1.71045 2.18368 -0.202
C -0.25498 -2.62005 1.99602 -0.201
O 0.98076 -1.92960 1.89325 -0.458
C 1.58155 -1.57123 3.12452 -0.109
V 1.95028 -1.70039 -0.03240 0.407
H 0.56365 0.60980 1.56771 0.133
H -0.26890 2.64501 0.56183 0.143
H -1.66091 1.65659 0.98308 0.141
H -2.31173 -2.34234 2.48433 0.134
H -1.26199 -0.99363 2.99296 0.128
H -0.35099 -3.20477 1.07062 0.107
H -0.21094 -3.33043 2.83698 0.135
H 2.53083 -1.07440 2.88787 0.075
H 0.94778 -0.87668 3.69501 0.090
H 1.77701 -2.47117 3.72703 0.099
C -2.01357 -1.70166 -0.22391 -0.040
H -1.28426 -1.81434 -1.04096 0.081
H -2.26778 -2.74412 0.02616 0.088
H -2.84734 -1.16934 -0.69769 0.094

[3]
12
Properties=species:S:1:pos:R:3:lowdin_charge:R:1 method="wB97M-V/def2-TZVPD" max_force_ev_per_a=4.256 e_tot_ha=-322.54418 homo_lumo_gap_ev=8.8 multiplicity=1 relative_energy_kj_mol=641.96 molar_mass_g_mol=81.07 homo_energy_ev=-8.40 charge=0
C -0.55571 0.88539 -1.10061 -0.169
N 1.36458 -0.46388 -0.24107 0.149
O 0.66253 0.36742 -1.46899 -0.155
H 1.36702 -1.42608 -0.56622 0.118
H 2.30806 -0.09158 -0.21818 0.116
H -1.36981 0.17705 -1.29806 0.085
H -0.61609 0.98152 0.05155 0.086
H -0.69736 1.84902 -1.59585 0.091
O -0.28023 0.05301 1.59512 -0.301
O -1.11436 -1.11843 1.62538 -0.146
H -1.69414 -0.92708 2.37597 0.073
H 0.62552 -0.28635 0.84097 0.053